1.
Computed, not measured: a cluster of 2 separate species, C4H9NO3 in total, with ωB97M-V with the def2-TZVPD basis set.

Structure (ORCA input):
```
! wB97M-V def2-TZVPD RIJCOSX def2/J DEFGRID3
* xyz 0 1
C -1.77740 -1.60355 0.01203
C -1.29033 -0.23868 -0.48755
O -1.67727 0.21595 -1.54713
N -0.39935 0.46570 0.28030
C 0.03412 0.12267 1.61919
C 1.41793 -0.48130 1.55933
O 1.60754 -1.66567 1.62343
H -2.83295 -1.52794 0.24630
H -1.71134 -2.14212 -0.94200
H -1.07395 -1.92938 0.76508
H 0.04518 1.35289 0.10863
H -0.10963 1.02563 2.27770
H -0.57776 -0.59480 2.17930
H 2.29751 0.17653 1.34790
O 2.31872 2.16761 -2.81295
H 1.40539 2.03550 -2.56037
H 2.32360 2.62097 -3.66920
*
```

Properties
* energy relative to the best compared isomer or geometry (same formula, charge and spin): 173.0 kJ/mol
* E_HOMO: -9.79 eV
* M: 119.12 g mol⁻¹
* F_max: 0.04222 hartree/bohr
* Kohn-Sham gap: 0.3788 hartree


2.
Computed, not measured: an isolated molecule of C4H9NO3, with ωB97M-V with the def2-TZVPD basis set.

Structure (ORCA input):
```
! wB97M-V def2-TZVPD RIJCOSX def2/J DEFGRID3
* xyz 0 1
C 0.10926 0.64865 -1.50505
C -0.43738 0.67125 -0.04841
C -1.95473 0.50692 -0.09730
O -2.25406 -0.49085 -0.92438
N 0.01682 -0.53397 0.75380
C 1.62611 -0.49426 1.14581
O 2.45896 0.02434 0.30405
O 1.77733 -1.91461 1.37481
H 0.38639 1.65256 -1.91594
H 0.98471 -0.01314 -1.44279
H -0.73973 0.06606 -2.11047
H -0.32650 1.50672 0.58806
H -2.35962 1.53529 -0.27768
H -2.29794 0.30620 0.92832
H 2.20531 -2.29983 0.58824
H -0.73724 -1.21349 0.49242
H 1.54230 0.04213 2.14650
*
```

Properties
* energy relative to the best compared isomer or geometry (same formula, charge and spin): 884.3 kJ/mol
* E_HOMO: -9.56 eV
* M: 119.12 g mol⁻¹
* F_max: 0.12044 hartree/bohr
* Kohn-Sham gap: 0.1820 hartree


3.
Computed, not measured: an isolated molecule of C4H9NO3, with ωB97M-V with the def2-TZVPD basis set.

Structure (ORCA input):
```
! wB97M-V def2-TZVPD RIJCOSX def2/J DEFGRID3
* xyz 0 1
C 0.62067 -0.91170 -0.34488
C 1.77613 -0.17640 -1.02795
C -1.52794 0.23101 -0.21184
C -0.33263 0.04095 0.32330
N 0.16643 0.76812 1.44443
O -2.50989 1.36549 0.54772
O -2.38515 -0.11537 -1.08233
O 1.10862 -1.78996 0.68679
H -3.05706 0.91634 -0.34446
H -2.16745 2.25173 0.34888
H 1.83320 -2.31138 0.32452
H 0.06219 -1.48723 -1.09099
H 0.81041 0.17381 1.95582
H -0.58241 1.02772 2.07557
H 2.31402 0.44091 -0.30820
H 1.39403 0.46446 -1.82333
H 2.47683 -0.88848 -1.47305
*
```

Properties
* energy relative to the best compared isomer or geometry (same formula, charge and spin): 359.9 kJ/mol
* E_HOMO: -7.51 eV
* M: 119.12 g mol⁻¹
* F_max: 0.02289 hartree/bohr
* Kohn-Sham gap: 0.2942 hartree


4.
Computed, not measured: a cluster of 3 separate species, C4H9NO3 in total, with ωB97M-V with the def2-TZVPD basis set.

Structure (ORCA input):
```
! wB97M-V def2-TZVPD RIJCOSX def2/J DEFGRID3
* xyz 0 1
C -0.02713 -0.98474 1.81597
N -0.76697 -0.13038 -0.06742
C -0.32586 1.22576 -0.05806
C 0.03936 -1.07924 0.32036
C 0.37756 -2.15186 -0.59513
O 0.11235 -0.08127 -2.24622
O -0.56977 -1.79601 2.47427
H 0.46646 -0.11110 2.27888
H 0.76216 1.27853 -0.03562
H -0.62529 1.80121 -0.93259
H -0.57655 1.87845 0.91362
H 1.43568 -2.17888 -0.85896
H -0.11710 -1.79946 -1.49826
H 0.00459 -3.15630 -0.34974
H -0.02397 4.06674 0.89893
H -0.39232 0.08008 -3.06512
O 0.22681 3.13845 1.00510
*
```

Properties
* energy relative to the best compared isomer or geometry (same formula, charge and spin): 1073.9 kJ/mol
* E_HOMO: -8.49 eV
* M: 119.12 g mol⁻¹
* F_max: 0.06919 hartree/bohr
* Kohn-Sham gap: 0.1919 hartree


5.
Computed, not measured: a structure of composition C4H9NO3, with ωB97M-V with the def2-TZVPD basis set.

Structure (ORCA input):
```
! wB97M-V def2-TZVPD RIJCOSX def2/J DEFGRID3
* xyz 0 1
C -0.24665 1.12720 0.97204
C 1.48794 0.31740 0.46486
O -0.39947 2.16619 0.04847
O 2.09919 1.13582 -0.20978
H 0.47095 2.32311 -0.36060
H -1.23844 0.77852 1.25250
H 0.17991 1.47240 1.92005
H 1.78327 -0.07623 1.44273
C -1.44234 -0.68617 -0.99633
C -0.49632 -1.07762 0.10689
N 0.97359 -1.07066 -0.39334
O -0.71791 -1.83701 1.02873
H 1.46243 -1.92168 -0.11934
H 1.12914 -0.84764 -1.37435
H -2.42597 -0.51148 -0.56175
H -1.10958 0.21779 -1.50763
H -1.50974 -1.50995 -1.71316
*
```

Properties
* energy relative to the best compared isomer or geometry (same formula, charge and spin): 394.5 kJ/mol
* E_HOMO: -8.30 eV
* M: 119.12 g mol⁻¹
* F_max: 0.05725 hartree/bohr
* Kohn-Sham gap: 0.3172 hartree


6.
Computed, not measured: a cluster of 2 separate species, C4H9NO3 in total, with ωB97M-V with the def2-TZVPD basis set.

Structure (ORCA input):
```
! wB97M-V def2-TZVPD RIJCOSX def2/J DEFGRID3
* xyz 1 2
C 0.97315 -0.63060 1.35595
C 0.33674 -1.21252 0.15173
N -0.13368 -0.25597 -0.86742
C -0.11156 1.14078 -0.77105
C 1.29086 1.79091 -1.19732
O 1.85497 2.48623 -0.44793
O 0.14530 -2.35149 -0.12412
H 0.36800 0.12833 1.86079
H 1.14488 -1.41306 2.07753
H 1.93964 -0.17401 1.15690
H -0.46272 -0.73172 -1.71383
H -0.87680 1.57660 -1.41165
H -0.32756 1.47034 0.23107
H 1.68028 1.57520 -2.21356
H -2.88809 -1.78217 1.00717
H -2.19486 -0.77169 0.06134
O -2.73856 -0.84515 0.84439
*
```

Properties
* ⟨S²⟩: 0.76
* energy relative to the best compared isomer or geometry (same formula, charge and spin): 103.4 kJ/mol
* E_HOMO (alpha / beta): -15.27 / -15.26 eV
* M: 119.12 g mol⁻¹
* F_max: 0.03361 hartree/bohr
* Kohn-Sham gap (alpha / beta): 0.3848 / 0.2228 hartree


7.
Computed, not measured: an isolated molecule of C4H9NO3S, with ωB97M-V with the def2-TZVPD basis set.

Structure (ORCA input):
```
! wB97M-V def2-TZVPD RIJCOSX def2/J DEFGRID3
* xyz 0 1
C -2.10866 -1.35603 -0.94315
C -0.65719 -1.52205 -0.39078
C 0.23624 0.90748 -0.52687
C 1.91921 0.93665 1.29894
H -2.22287 -1.49404 -2.01631
H -2.45391 -0.29002 -0.87136
H -2.83373 -1.84650 -0.35116
H -0.27929 -2.60963 -0.41791
H -0.71131 -1.18466 0.63312
H 1.59156 0.99494 2.35086
H 2.83630 1.48884 1.12384
H 2.09386 -0.06910 0.87721
H -0.53817 2.76178 0.33333
N 0.85347 1.47393 0.48715
O 2.00152 -1.36127 -0.25208
O -0.84100 1.26967 -1.09806
O 0.28737 2.72128 0.84207
S 0.82660 -0.82127 -1.07885
*
```

Properties
* energy relative to the best compared isomer or geometry (same formula, charge and spin): 278.1 kJ/mol
* E_HOMO: -9.49 eV
* M: 151.19 g mol⁻¹
* F_max: 0.06930 hartree/bohr
* Kohn-Sham gap: 0.3764 hartree


Question: Among the records above, which one has the highest energy relative to the best compared isomer or geometry (same formula, charge and spin)?
Answer: number 4


What did the second record say?
Computed, not measured: an isolated molecule of C4H9NO3, with ωB97M-V with the def2-TZVPD basis set.

Structure (ORCA input):
```
! wB97M-V def2-TZVPD RIJCOSX def2/J DEFGRID3
* xyz 0 1
C 0.10926 0.64865 -1.50505
C -0.43738 0.67125 -0.04841
C -1.95473 0.50692 -0.09730
O -2.25406 -0.49085 -0.92438
N 0.01682 -0.53397 0.75380
C 1.62611 -0.49426 1.14581
O 2.45896 0.02434 0.30405
O 1.77733 -1.91461 1.37481
H 0.38639 1.65256 -1.91594
H 0.98471 -0.01314 -1.44279
H -0.73973 0.06606 -2.11047
H -0.32650 1.50672 0.58806
H -2.35962 1.53529 -0.27768
H -2.29794 0.30620 0.92832
H 2.20531 -2.29983 0.58824
H -0.73724 -1.21349 0.49242
H 1.54230 0.04213 2.14650
*
```

Properties
* energy relative to the best compared isomer or geometry (same formula, charge and spin): 884.3 kJ/mol
* E_HOMO: -9.56 eV
* M: 119.12 g mol⁻¹
* F_max: 0.12044 hartree/bohr
* Kohn-Sham gap: 0.1820 hartree